Entry 1:
Computed, not measured: a 2-piece molecular cluster, C5H9NO overall, with ωB97M-V/def2-TZVPD.

Results
* SMILES: [H]/N=C\C.C=C1CO1
* relative energy (zero: lowest compared OMol25 entry of this formula, charge and spin): 334.8 kJ/mol
* HOMO energy: -0.3435 hartree

```
! wB97M-V def2-TZVPD RIJCOSX def2/J DEFGRID3
* xyz 0 1
H -0.12 -1.55 1.40
N -0.19 -0.63 1.84
C -1.13 0.03 1.30
C -2.05 -0.42 0.20
H -1.31 1.05 1.67
H -2.04 0.30 -0.63
H -3.08 -0.49 0.56
H -1.75 -1.40 -0.19
C 0.68 1.35 -1.48
C 1.30 0.34 -0.91
C 2.25 -0.31 -0.05
O 1.26 -1.01 -0.89
H 0.96 2.37 -1.24
H -0.12 1.18 -2.20
H 3.28 -0.43 -0.39
H 2.06 -0.38 1.02
*
```

---

Entry 2:
Computed, not measured: a 2-piece molecular cluster, C7H17NO overall at a distorted geometry, with ωB97M-V/def2-TZVPD.

Results
* SMILES: CC(N)=O.CCCCC
* relative energy (zero: lowest compared OMol25 entry of this formula, charge and spin): 397.8 kJ/mol
* HOMO energy: -0.3533 hartree

```
! wB97M-V def2-TZVPD RIJCOSX def2/J DEFGRID3
* xyz 0 1
C -3.43 1.38 -0.22
C -3.38 -0.03 0.37
N -3.50 -1.12 -0.41
O -2.79 -0.10 1.41
H -4.04 1.25 -1.04
H -2.47 1.85 -0.48
H -3.78 2.22 0.32
H -2.80 -1.83 -0.08
H -3.41 -1.21 -1.52
C 2.03 2.42 -0.30
C 1.95 1.29 0.66
C 1.81 -0.20 -0.07
C 1.57 -1.49 0.82
C 1.52 -2.55 -0.31
H 2.58 2.14 -1.28
H 1.01 2.56 -0.78
H 2.29 3.35 0.33
H 1.27 1.32 1.60
H 2.83 1.26 1.15
H 1.04 -0.37 -0.98
H 2.73 -0.41 -0.61
H 0.72 -1.37 1.54
H 2.21 -1.63 1.77
H 2.22 -2.54 -1.07
H 1.28 -3.65 -0.02
H 0.54 -2.55 -0.81
*
```

---

Entry 3:
Computed, not measured: C10H14BF4NOOsS4Sb as an isolated structure at a distorted geometry, with ωB97M-V/def2-TZVPD.

Results
* HOMO energy (alpha / beta): -0.0477 / -0.0402 hartree

```
! wB97M-V def2-TZVPD RIJCOSX def2/J DEFGRID3
* xyz -2 2
Os -0.93 -1.64 -0.68
O -0.52 0.43 -2.09
N -1.12 1.51 -1.71
C -0.58 2.71 -2.02
C -1.18 3.90 -1.67
C -2.39 3.87 -0.97
C -2.91 2.64 -0.63
C -2.28 1.44 -0.98
S -2.92 -0.07 -0.54
H 0.35 2.66 -2.56
H -0.70 4.83 -1.92
H -2.89 4.78 -0.69
H -3.83 2.56 -0.06
S -3.02 -6.81 -1.99
Sb -1.31 -5.40 -1.28
S -2.39 -3.18 -1.57
S 0.95 -2.96 -0.50
F -1.01 0.21 3.23
B -1.48 -1.09 3.17
F -1.37 -1.54 1.81
F -0.69 -1.90 3.96
F -2.79 -1.16 3.57
C 1.91 -1.01 1.76
C 2.13 -0.55 0.32
C 3.57 -0.85 -0.12
C 1.89 0.96 0.23
C 1.21 -1.25 -0.67
H 2.60 -0.49 2.43
H 2.07 -2.08 1.85
H 0.90 -0.78 2.09
H 4.28 -0.37 0.56
H 3.73 -0.47 -1.12
H 3.74 -1.92 -0.12
H 2.63 1.50 0.82
H 0.90 1.22 0.61
H 1.95 1.29 -0.81
H 1.50 -1.00 -1.70
*
```

---

Entry 4:
Computed, not measured: a 2-piece molecular cluster, C2H3N4S2 overall at a distorted geometry, with ωB97M-V/def2-TZVPD.

Results
* relative energy (zero: lowest compared OMol25 entry of this formula, charge and spin): 283.0 kJ/mol
* HOMO energy (alpha / beta): -0.1537 / -0.1537 hartree

```
! wB97M-V def2-TZVPD RIJCOSX def2/J DEFGRID3
* xyz -1 1
C -0.58 0.21 0.04
C 1.76 -0.34 -0.41
N -2.78 -0.07 -0.12
N -1.63 -0.54 0.40
N -1.19 1.26 -0.66
N -2.55 1.06 -0.69
S 1.97 -1.83 0.14
S 2.63 1.07 0.26
H 1.33 -0.01 -1.32
H -1.69 -1.44 0.96
H 2.73 0.63 1.39
*
```

---

Entry 5:
Computed, not measured: a 5-piece molecular cluster, C3H16NO3S overall at a distorted geometry, with ωB97M-V/def2-TZVPD.

Results
* relative energy (zero: lowest compared OMol25 entry of this formula, charge and spin): 626.0 kJ/mol
* HOMO energy: -0.5247 hartree

```
! wB97M-V def2-TZVPD RIJCOSX def2/J DEFGRID3
* xyz 1 1
C 0.50 0.44 -3.79
C 0.40 0.40 -2.27
C -1.07 0.13 -1.76
S -1.23 0.38 -0.06
N 1.38 -0.46 -1.67
H -0.14 1.26 -4.10
H 0.04 -0.44 -4.23
H 1.49 0.51 -4.22
H 0.61 1.42 -1.95
H -1.88 0.67 -2.25
H -1.36 -0.93 -1.93
H 0.49 2.60 2.33
H 0.42 2.52 3.06
H 1.20 -1.38 -2.03
H 1.41 -0.51 -0.65
H -0.41 -1.14 3.98
H 0.61 -1.73 5.00
O 0.46 -1.53 4.07
H 0.36 -0.90 1.25
H 1.51 -1.44 2.11
O 1.25 -1.25 1.20
H -2.68 0.09 2.47
H -1.43 0.93 2.43
O -1.92 0.36 2.99
*
```